# 1
Formula: C29H38Br9FO15
Source: the Open Molecules 2025 dataset
Level of theory: ωB97M-V/def2-TZVPD

The geometry in XYZ format:
```
92
Properties=species:S:1:pos:R:3
Br -0.99 1.99 0.16
Br -1.76 -1.40 2.05
Br 0.53 2.69 -3.92
Br 3.51 1.48 -3.61
Br -3.39 -4.15 1.86
Br 1.99 1.05 -6.40
Br -5.01 -1.31 2.39
Br 0.14 -0.46 -1.81
Br 2.17 1.40 -0.10
F 6.08 0.91 -0.57
O 2.28 -2.21 0.07
O 0.71 4.94 2.91
O 0.79 6.76 -3.57
O -2.96 -2.93 -1.78
O 1.15 3.48 4.59
O -3.22 1.07 -2.67
O -4.10 2.57 -1.43
O 1.06 2.80 2.57
O 1.36 5.36 -1.81
O -0.41 6.68 -1.63
O 2.08 -2.13 2.30
O -5.07 -2.74 -0.99
O -4.22 -4.76 -1.64
O 1.15 -3.80 1.21
O -2.65 3.23 -3.11
C -0.24 6.10 -0.32
C 0.61 6.32 -2.43
C 5.96 -0.06 -1.42
C -5.86 1.15 -0.41
C 0.44 0.49 -0.08
C 4.69 -1.87 -2.45
C 6.93 -0.23 -2.36
C -1.60 5.48 0.03
C 0.84 -5.30 2.98
C -4.14 -3.37 -1.40
C -3.68 0.29 -1.55
C 1.33 2.11 4.72
C -2.16 -4.02 -2.34
C 1.88 -2.65 1.11
C -0.92 -3.99 -1.40
C 4.81 -0.87 -1.47
C -2.99 -5.20 -2.18
C 5.71 -2.09 -3.39
C -3.22 2.35 -2.42
C 0.85 5.03 -0.52
C 0.07 1.58 5.45
C 1.77 1.15 -4.46
C 1.39 -2.89 3.31
C -3.36 -2.36 2.70
C 0.59 -3.91 2.52
C 0.99 3.83 3.31
C -4.36 1.35 -0.70
C 1.49 1.64 3.28
C 6.80 -1.23 -3.30
H 0.14 0.50 5.51
H -0.23 -3.20 -1.69
H -6.06 0.19 0.07
H 1.85 -5.42 3.39
H -0.46 -3.64 2.58
H -0.06 1.89 6.48
H -0.54 -5.01 -1.46
H 7.62 -1.43 -3.97
H -1.87 -3.97 -3.39
H 2.08 -3.40 3.98
H -1.74 4.92 0.96
H 0.15 6.80 0.43
H -1.77 4.82 -0.82
H 1.67 4.94 0.18
H 0.40 4.03 -0.52
H -3.02 -5.65 -3.17
H -2.32 6.29 -0.01
H -2.69 -5.94 -1.44
H 0.14 -5.47 3.80
H 3.70 -2.30 -2.52
H -0.84 1.73 4.86
H -3.87 1.31 0.27
H 1.37 0.18 -4.15
H -3.26 -2.56 3.77
H 4.06 -0.63 -0.74
H 7.80 0.41 -2.29
H 2.54 1.38 3.15
H 2.24 1.89 5.28
H -2.92 -0.18 -0.93
H 0.78 0.83 3.09
H -6.44 1.18 -1.33
H 0.59 -6.09 2.28
H 5.74 -2.95 -4.05
H 0.72 -2.34 3.96
H 0.42 -0.17 0.78
H -4.36 -0.49 -1.90
H -6.32 2.03 0.03
H -1.08 -3.83 -0.34
```

Computed properties:
LUMO level (eV): -1.40
Max |F| (hartree/bohr): 0.0978
HOMO (eV): -8.96

# 2
Formula: C7H11NO
Source: the Open Molecules 2025 dataset
Level of theory: ωB97M-V/def2-TZVPD

The geometry in XYZ format:
```
20
Properties=species:S:1:pos:R:3
O -1.65 0.31 -1.27
N 0.70 -2.06 1.05
C 1.36 0.26 0.73
C 0.97 -0.78 1.53
C 1.32 0.26 -1.75
C 0.80 0.52 -0.56
C -1.32 1.20 0.89
C -0.82 1.14 -0.51
C -0.20 -2.34 0.22
H -0.87 0.31 1.48
H -2.41 1.21 0.92
H -0.93 2.07 1.41
H 2.26 -0.25 -1.87
H -1.25 0.16 -2.14
H -0.70 2.13 -0.98
H 1.82 1.11 1.22
H -0.28 -3.37 -0.11
H 1.38 -0.82 2.53
H -0.99 -1.65 -0.11
H 0.83 0.58 -2.67
```

Computed properties:
LUMO level (eV): 0.73
Max |F| (hartree/bohr): 0.0593
HOMO (eV): -8.55
Energy above the lowest of the compared OMol25 structures with the same formula, charge and spin (eV): 3.530
SMILES string: C=N/C=C\C(=C)[C@H](C)O

# 3
Formula: C6H6BrClO2S
Source: the Open Molecules 2025 dataset
Level of theory: ωB97M-V/def2-TZVPD

The geometry in XYZ format:
```
17
Properties=species:S:1:pos:R:3
Br 0.68 2.59 -0.67
Cl -1.35 1.11 -3.06
S -1.65 0.87 -1.10
O -2.10 -0.48 -1.03
O -2.49 1.97 -0.65
C 0.02 -0.45 1.83
C 0.80 -0.31 -0.85
C -0.36 0.65 1.12
C 1.38 -1.34 0.05
C 0.10 0.84 -0.24
C 0.97 -1.36 1.36
H -0.85 1.45 1.53
H -0.22 -0.47 2.90
H 1.66 0.05 -1.48
H 0.05 -0.87 -1.51
H 1.13 -2.36 1.89
H 2.24 -1.90 -0.10
```

Computed properties:
LUMO level (eV): -0.72
Max |F| (hartree/bohr): 0.0910
HOMO (eV): -8.99
Energy above the lowest of the compared OMol25 structures with the same formula, charge and spin (eV): 0.625

# 4
Formula: C13H15NPtS
Source: the Open Molecules 2025 dataset
Level of theory: ωB97M-V/def2-TZVPD

The geometry in XYZ format:
```
31
Properties=species:S:1:pos:R:3
Pt -1.27 -0.61 -1.75
S -1.38 0.48 0.78
N -4.07 0.26 -1.37
C 0.08 0.15 4.50
C -0.74 0.49 3.43
C 0.91 -0.41 1.88
C -0.48 2.10 -1.35
C -0.35 0.19 2.09
C 0.64 0.82 -2.89
C -1.47 1.57 -2.26
C 1.63 -1.77 -1.52
C 1.71 -0.78 2.97
C 0.78 1.62 -1.73
C 0.29 -2.07 -1.75
C -0.75 0.81 -3.29
C 1.30 -0.50 4.28
H -1.69 0.99 3.59
H 1.93 -0.78 5.12
H -1.18 0.50 -4.27
H -0.24 -2.59 -1.02
H -0.68 2.82 -0.55
H -0.18 -2.06 -2.67
H 2.66 -1.29 2.79
H 2.22 -1.76 -0.60
H -2.51 1.93 -2.38
H 1.23 -0.58 0.85
H 1.70 1.72 -1.14
H 2.33 -1.36 -2.23
H 1.47 0.41 -3.51
H -0.23 0.39 5.53
H -3.66 -0.70 -1.52
```

Computed properties:
LUMO level (spin up / spin down) (eV): 5.16 / 5.16
Max |F| (hartree/bohr): 0.0892
<S²>: 2.030
Net charge: -2
HOMO (spin up / spin down) (eV): 1.27 / 1.35
2S+1: 3

# 5
Formula: C2H12N2O3
Source: the Open Molecules 2025 dataset
Level of theory: ωB97M-V/def2-TZVPD

The geometry in XYZ format:
```
19
Properties=species:S:1:pos:R:3
O -2.19 -2.25 1.55
O 2.18 1.85 0.91
O -0.06 2.60 -0.39
N -1.58 -0.54 -1.25
N 1.88 -1.09 0.00
C 0.48 -0.86 -0.11
C -0.20 -0.30 -1.12
H -1.38 -2.69 1.27
H 2.31 -0.33 0.53
H -1.92 -0.55 -2.19
H -2.21 -2.37 2.51
H -1.88 -1.29 -0.65
H -0.20 -1.17 0.69
H -0.81 3.20 -0.19
H -0.31 2.06 -1.16
H 1.37 1.95 0.37
H 0.14 0.57 -1.66
H 2.07 2.20 1.79
H 2.30 -1.00 -0.91
```

Computed properties:
LUMO level (spin up / spin down) (eV): 3.23 / 3.10
Max |F| (hartree/bohr): 0.0302
<S²>: 0.751
Net charge: -1
HOMO (spin up / spin down) (eV): 1.00 / -4.05
Energy above the lowest of the compared OMol25 structures with the same formula, charge and spin (eV): 1.689
2S+1: 2

# 6
Formula: C10H28BCuO6
Source: the Open Molecules 2025 dataset
Level of theory: ωB97M-V/def2-TZVPD

The geometry in XYZ format:
```
46
Properties=species:S:1:pos:R:3
Cu 0.03 0.30 0.60
O 0.91 0.26 2.24
O 1.74 1.93 2.84
O -1.58 0.13 0.78
O 0.60 1.97 1.24
O 0.83 0.83 -0.61
O 0.62 -0.99 -0.04
C 0.06 -3.26 -0.37
C -1.86 1.52 0.76
C 0.72 1.46 2.33
C -1.84 2.00 -0.70
C 0.82 -2.24 0.49
C 0.44 1.63 -2.86
C 0.53 -0.92 -2.32
C 0.31 -2.17 1.97
C 0.06 0.51 -1.82
C -3.26 1.80 1.47
B 2.53 -0.54 0.83
H -0.18 1.61 -3.76
H 0.88 -1.46 2.57
H 2.21 -1.12 1.68
H 1.62 -0.94 -2.26
H -3.99 1.00 1.31
H 2.59 -1.10 -0.09
H 0.33 -3.11 -1.41
H 0.21 -1.08 -3.35
H 3.50 -0.09 0.98
H 1.48 1.51 -3.17
H -0.81 2.03 -1.03
H 1.89 -2.47 0.47
H 0.49 -3.12 2.46
H -3.63 2.72 1.02
H -0.73 -1.84 1.91
H -2.36 1.43 -1.47
H 1.69 1.19 -0.86
H 0.30 -4.30 -0.12
H -1.02 0.57 -1.67
H -2.39 -0.36 0.63
H 0.20 2.61 -2.44
H 1.81 0.25 0.73
H -1.02 -3.19 -0.30
H 1.43 -0.48 0.05
H -1.08 2.15 1.19
H -3.15 2.01 2.53
H 0.23 -1.68 -1.60
H -2.17 3.03 -0.84
```

Computed properties:
LUMO level (eV): 5.04
Max |F| (hartree/bohr): 0.3683
Net charge: -2
HOMO (eV): 2.73
Energy above the lowest of the compared OMol25 structures with the same formula, charge and spin (eV): 23.255

# 7
Formula: C18H19F2N2
Source: the Open Molecules 2025 dataset
Level of theory: ωB97M-V/def2-TZVPD

The geometry in XYZ format:
```
41
Properties=species:S:1:pos:R:3
F 4.46 2.55 -0.43
F -1.02 -0.43 4.91
N -1.56 -0.45 -2.34
N -0.34 0.19 -2.45
C -1.82 -3.66 3.41
C 3.11 2.55 -0.16
C 0.63 -0.73 -3.08
C 1.03 1.34 -0.05
C 0.12 -2.26 0.55
C -0.62 -1.21 2.70
C 0.37 2.58 0.20
C -0.62 -2.29 1.76
C -2.68 0.16 -2.18
C -0.34 1.55 -3.04
C 2.44 1.33 -0.17
C 2.48 3.78 0.04
C -1.80 -2.60 4.33
C -1.30 -3.49 2.13
C 0.26 0.11 -0.13
C 0.83 -1.15 0.07
C 1.09 3.77 0.25
C -1.16 -1.42 3.96
H 1.15 -0.24 -3.91
H -1.18 1.72 -3.72
H -2.81 1.21 -1.85
H 1.87 -1.31 -0.23
H -0.35 2.31 -2.25
H -1.37 -4.29 1.40
H 3.05 4.70 0.04
H 0.56 4.70 0.44
H 0.10 -1.62 -3.42
H -0.13 -0.26 2.46
H -0.83 0.20 -0.12
H -2.25 -2.70 5.32
H -0.70 2.56 0.41
H 0.61 1.67 -3.59
H 2.98 0.40 -0.30
H 1.38 -1.02 -2.33
H -3.59 -0.43 -2.35
H 0.22 -3.20 0.00
H -2.26 -4.61 3.70
```

Computed properties:
LUMO level (eV): -5.63
Max |F| (hartree/bohr): 0.0297
Net charge: +1
HOMO (eV): -11.78
Energy above the lowest of the compared OMol25 structures with the same formula, charge and spin (eV): 3.541

# 8
Formula: CH2N4S
Source: the Open Molecules 2025 dataset
Level of theory: ωB97M-V/def2-TZVPD

The geometry in XYZ format:
```
8
Properties=species:S:1:pos:R:3
S -0.78 -1.71 -1.65
N 0.32 -1.49 -0.56
N 0.58 -1.34 0.65
N 0.51 -0.36 1.44
N -0.19 0.76 1.19
C -0.16 1.23 0.01
H -0.80 2.13 -0.38
H 0.53 0.77 -0.69
```

Computed properties:
LUMO level (eV): -1.73
Max |F| (hartree/bohr): 0.0585
HOMO (eV): -8.69
Energy above the lowest of the compared OMol25 structures with the same formula, charge and spin (eV): 4.721
SMILES string: C=N/N=N\N=S

Q: Look up the max |F| of the first one.
A: 0.0978 hartree/bohr

Q: Which of these has the lowest max |F|?
A: C18H19F2N2